ORCA calculation (the ωB97M-V functional and the def2-TZVPD basis) on a structure of composition C7H5F3MnNO2S5Sb.

Values from the calculation:
Lowest unoccupied orbital energy (spin up / spin down) (eV): 4.01 / 4.04
Kohn-Sham gap (spin up / spin down) (eV): 4.8713 / 5.3600
<S²>: 8.77
Spin multiplicity: 6
Charge: -2
HOMO energy (spin up / spin down) (eV): -0.863 / -1.315

Positions of all 25 atoms, in Å:
Mn  0.8460  -0.7159  0.5751
S  2.1397  1.2216  4.8703
Sb  1.3141  1.7437  2.8118
S  -0.5019  0.2592  2.1220
S  2.5658  0.6002  1.0025
S  0.9844  3.9650  2.4325
S  0.4727  0.0030  -1.7568
C  0.3423  -1.6373  -2.2018
N  1.4977  -2.3839  -2.1520
C  1.5074  -3.7312  -2.3325
C  0.3637  -4.3786  -2.6661
C  -0.8312  -3.6498  -2.8112
C  -0.8319  -2.2944  -2.5799
H  2.3032  -1.9144  -1.7569
H  2.4627  -4.2155  -2.2007
H  0.3773  -5.4518  -2.7889
H  -1.7530  -4.1560  -3.0625
H  -1.7429  -1.7188  -2.6275
F  2.5145  -3.1547  1.1166
C  1.6847  -4.2145  1.0955
F  1.7946  -4.8162  2.2826
F  2.2239  -5.0721  0.1900
C  0.1756  -3.8291  0.7211
O  -0.5717  -4.7938  0.6830
O  -0.0465  -2.6155  0.4600

---

ORCA calculation (the ωB97M-V functional and the def2-TZVPD basis) on the molecule C7H5F3O2.

Values from the calculation:
Lowest unoccupied orbital energy (spin up / spin down) (eV): -1.01 / -0.96
Kohn-Sham gap (spin up / spin down) (eV): 8.2195 / 7.2184
Charge: 0
HOMO energy (spin up / spin down) (eV): -9.228 / -8.178

Positions of all 17 atoms, in Å:
C  1.5799  0.1189  2.2507
C  1.9495  -2.2374  1.5197
C  1.0177  0.5816  1.1288
C  1.6912  -1.9966  0.2817
C  1.4464  -1.2773  2.6716
C  -0.0579  -0.0568  0.4464
C  -0.5802  0.4245  -0.8413
O  1.2544  -1.7674  3.7631
O  -0.8922  -0.8117  1.1746
F  2.9289  -3.1843  1.8775
F  1.5094  1.6858  0.5080
F  1.7529  -2.7074  -0.8310
H  2.4015  0.6978  2.6847
H  -1.5114  0.9047  -0.7962
H  -0.9991  -0.5149  -1.4786
H  0.0903  1.1072  -1.4260
H  -1.7170  -1.0326  0.6285

---

ORCA calculation (the ωB97M-V functional and the def2-TZVPD basis) on a cluster of 2 separate species, C7H5F3OS in total.

Values from the calculation:
SMILES string: FSc1ccccc1.O=C(F)F
Lowest unoccupied orbital energy (eV): 0.47
Kohn-Sham gap (eV): 8.9694
Charge: 0
HOMO energy (eV): -8.499

Positions of all 17 atoms, in Å:
C  0.9623  0.4718  -0.3178
C  0.6012  -0.2611  -1.4330
C  0.2005  0.4475  0.8127
C  -0.4154  -1.1618  -1.3415
C  -0.9519  -0.3812  0.8964
C  -1.2028  -1.2286  -0.1364
C  -3.7189  1.4236  0.0043
O  -2.6736  1.9211  -0.1504
F  -4.6691  1.3308  -0.9702
F  -4.2028  0.8763  1.0598
F  -3.2443  -2.1479  1.2219
S  -2.5208  -2.3862  -0.1782
H  1.7100  1.1887  -0.5608
H  1.3123  -0.1137  -2.3294
H  0.5872  1.0128  1.7131
H  -1.0214  -1.6604  -2.1256
H  -1.5885  -0.0978  1.7665

---

ORCA calculation (the ωB97M-V functional and the def2-TZVPD basis) on the molecule C7H5F5.

Values from the calculation:
Lowest unoccupied orbital energy (spin up / spin down) (eV): -0.35 / -1.09
Kohn-Sham gap (spin up / spin down) (eV): 8.1223 / 7.9199
Charge: 0
HOMO energy (spin up / spin down) (eV): -8.474 / -9.012

Positions of all 17 atoms, in Å:
C  -0.6598  1.6700  0.3943
C  -1.1358  2.0376  1.6837
C  0.2751  0.6184  -0.0164
C  0.7986  0.7422  2.4425
C  -0.4828  1.6399  2.8024
C  0.9283  -0.1159  1.1108
C  -0.4615  -0.4084  -1.0774
F  -1.0231  2.4775  -0.6648
F  -2.2337  2.8020  1.7324
F  1.8784  1.6124  2.3820
F  -1.1382  1.4224  3.9702
F  1.0142  -1.4590  1.1284
H  1.0545  1.1152  -0.6072
H  1.0141  0.2222  3.4307
H  -0.8206  0.2682  -1.7776
H  -1.3770  -1.0805  -0.7137
H  0.4043  -0.9465  -1.6180

---

ORCA calculation (the ωB97M-V functional and the def2-TZVPD basis) on a structure of composition C7H5F5IrNO5Te.

Values from the calculation:
Lowest unoccupied orbital energy (spin up / spin down) (eV): -10.24 / -10.24
Kohn-Sham gap (spin up / spin down) (eV): 7.3122 / 7.3091
Charge: +2
HOMO energy (spin up / spin down) (eV): -17.554 / -17.552

Positions of all 25 atoms, in Å:
Ir  -0.4676  0.5279  -0.0766
O  0.9082  -2.7102  1.9328
C  0.6418  -1.6993  1.1919
O  -0.3677  -0.9833  1.3228
C  1.6564  -1.3620  0.1284
C  2.8579  -1.9802  -0.1484
C  3.6269  -1.4529  -1.1877
C  3.1954  -0.3305  -1.9039
C  1.9871  0.2389  -1.5671
N  1.2630  -0.2882  -0.5708
C  1.3127  1.5049  -2.0621
O  1.7039  2.1603  -3.0936
O  0.3567  1.9396  -1.4001
H  0.2207  -2.8760  2.6108
H  3.1840  -2.8407  0.4211
H  4.5762  -1.9101  -1.4365
H  3.8185  0.0807  -2.6882
H  2.4568  1.7837  -3.5794
F  -3.7315  3.3363  -0.8678
Te  -3.2952  1.6005  -0.5713
F  -4.7047  0.8487  -1.4269
F  -4.1806  1.6594  1.0216
F  -2.2958  1.6910  -2.1313
F  -1.6235  2.1909  0.3602
O  -2.3514  -0.0155  -0.1445

---

ORCA calculation (the ωB97M-V functional and the def2-TZVPD basis) on the molecule C7H5FO5.

Values from the calculation:
SMILES string: O=C(O)CCC1=C(F)C(=O)OC1=O
Lowest unoccupied orbital energy (eV): -0.16
Kohn-Sham gap (eV): 10.6788
Charge: 0
HOMO energy (eV): -10.839

Positions of all 18 atoms, in Å:
O  -2.3053  0.4278  -1.1440
C  -1.3014  -0.0440  -1.5342
O  -0.6354  0.5515  -2.5644
C  -0.7037  -1.3099  -0.9222
C  -0.6184  -1.1646  0.6291
C  0.4394  -0.1006  0.9113
C  0.1949  1.0225  1.5711
F  -0.8966  1.4508  2.0977
C  1.5395  1.7732  1.5548
O  1.6361  2.9263  1.6143
O  2.5001  0.8120  1.3843
C  1.8955  -0.0895  0.4764
O  2.4472  -0.6201  -0.3803
H  -1.2993  0.8274  -3.2138
H  -1.2272  -2.2180  -1.2433
H  0.3213  -1.3695  -1.3241
H  -1.5812  -0.7563  0.9655
H  -0.4055  -2.1189  1.1219

---

ORCA calculation (the ωB97M-V functional and the def2-TZVPD basis) on a cluster of 2 separate species, C7H5INO5S in total.

Values from the calculation:
Lowest unoccupied orbital energy (eV): 2.69
Kohn-Sham gap (eV): 8.3301
Charge: -1
HOMO energy (eV): -5.638

Positions of all 20 atoms, in Å:
C  1.2439  1.4261  2.4107
C  1.8814  0.2581  1.9981
C  0.2207  1.9375  1.5825
C  1.4297  -0.5623  0.9556
C  -0.2508  1.1091  0.5778
C  0.2927  -0.1339  0.3999
C  -0.5577  -1.2010  -1.1547
N  -1.6754  -1.8965  -0.7817
O  -1.3176  -0.7418  -3.5486
O  -1.9322  -3.0585  -1.1849
O  -2.4807  -1.2353  -0.0930
O  0.4166  0.6965  -2.6316
O  -1.9736  0.9500  -1.8522
S  -0.9363  0.1460  -2.4824
I  0.8058  -2.3279  -2.1110
H  1.4980  2.1115  3.2686
H  2.8351  -0.1492  2.4223
H  -0.1866  2.8336  1.7286
H  1.8037  -1.5043  0.6220
H  -1.1168  1.3422  -0.1260

---

ORCA calculation (the ωB97M-V functional and the def2-TZVPD basis) on a structure of composition C7H5MgNaO3.

Values from the calculation:
Lowest unoccupied orbital energy (eV): -1.01
Kohn-Sham gap (eV): 5.1379
Charge: 0
HOMO energy (eV): -6.150

Positions of all 17 atoms, in Å:
O  0.8444  4.1453  -1.2005
C  0.4028  3.0979  -0.9052
C  0.0253  1.9652  -0.4114
C  -0.7648  0.8833  -0.5366
C  -1.0713  -0.0846  0.5885
O  -2.3953  -0.0677  0.8316
Mg  2.4237  1.9735  1.6499
H  -1.4159  0.7756  -1.4155
H  -0.4171  0.1307  1.4622
C  1.8521  -1.0583  0.1354
C  0.8168  -1.8172  -0.2436
C  -0.5973  -1.4561  -0.0453
O  -1.4724  -2.2976  -0.2454
Na  -3.7954  -1.9137  0.4652
H  1.7062  -0.0936  0.6233
H  2.8754  -1.4101  -0.0054
H  0.9828  -2.7726  -0.7472

---

ORCA calculation (the ωB97M-V functional and the def2-TZVPD basis) on a structure of composition C7H5N10SSe3TaTe.

Values from the calculation:
Lowest unoccupied orbital energy (eV): -1.83
Kohn-Sham gap (eV): 6.8792
Charge: 0
HOMO energy (eV): -8.708

Positions of all 28 atoms, in Å:
Ta  0.2457  -0.4831  -0.0596
N  -1.5428  -3.5429  -0.2395
C  -0.7100  -3.4224  0.8456
N  -0.5876  -4.3076  1.8020
N  0.3858  -3.8019  2.6006
N  0.8028  -2.6777  2.1524
N  0.1035  -2.3829  1.0113
C  -1.2327  -2.9020  -1.4066
N  -1.7948  -3.1429  -2.5570
N  -1.1738  -2.2867  -3.4253
N  -0.3000  -1.5738  -2.8377
N  -0.2966  -1.9280  -1.4924
H  -2.1177  -4.3675  -0.3044
S  -1.7831  0.1785  1.1390
C  -2.4913  0.5897  -0.4121
C  -3.8178  0.8924  -0.6611
C  -4.1723  1.1865  -1.9677
C  -3.2157  1.1572  -2.9738
C  -1.9173  0.8245  -2.6434
N  -1.5726  0.5605  -1.3805
H  -4.5377  0.8902  0.1455
H  -5.2005  1.4323  -2.2047
H  -3.4694  1.3784  -4.0008
H  -1.1299  0.7546  -3.3824
Se  1.3813  1.0722  -1.6715
Se  3.5847  0.5038  -1.0847
Te  2.8612  -1.0459  0.8101
Se  1.4012  0.5341  2.0280

---

ORCA calculation (the ωB97M-V functional and the def2-TZVPD basis) on a cluster of 2 separate species, C7H5NO in total.

Values from the calculation:
Lowest unoccupied orbital energy (spin up / spin down) (eV): 0.53 / -3.71
Kohn-Sham gap (spin up / spin down) (eV): 6.7333 / 5.3908
<S²>: 2.01
Spin multiplicity: 3
Charge: 0
HOMO energy (spin up / spin down) (eV): -6.204 / -9.098

Positions of all 14 atoms, in Å:
C  2.0898  -0.9543  -2.1849
C  -0.8423  0.8198  1.7629
C  -1.6252  0.3001  0.6577
C  0.5749  -2.0401  -0.4070
C  1.3151  -1.4553  -1.1687
C  0.2183  1.3844  1.1478
C  -0.9378  0.5634  -0.5054
N  2.6962  -0.3504  -2.9372
O  0.1492  1.2210  -0.2112
H  -0.9698  1.0090  2.8144
H  -2.5513  -0.2487  0.9265
H  -0.1690  -2.6676  0.0321
H  1.1444  1.9094  1.6536
H  -1.0924  0.5094  -1.5807

---

Strongest force on any atom (eV Å⁻¹)
2.271; 3.568; 3.065; 3.297; 1.989; 4.551; 5.680; 1.855; 1.789; 10.188